Entry 1:
{"formula": "C12H16N2S", "method": "the ωB97M-V functional and the def2-TZVPD basis", "charge": 0, "smiles": "CC[C@@]1(C)SC=CN1c1ccccc1N", "e_tot_ha": -974.4706, "relative_energy_kcal_mol": 75.2, "gap_ev": 8.0827, "symbols": ["C", "C", "C", "C", "S", "C", "C", "N", "C", "C", "C", "C", "C", "C", "N", "H", "H", "H", "H", "H", "H", "H", "H", "H", "H", "H", "H", "H", "H", "H", "H"], "xyz": [[-2.507398, 2.288406, -0.534407], [-1.686846, 1.679878, 0.551326], [-1.451811, 0.165672, 0.508692], [-0.872695, -0.306335, 1.875473], [-2.829922, -0.942649, 0.174038], [-2.239614, -1.646541, -1.374558], [-1.030492, -1.200668, -1.649763], [-0.480864, -0.333157, -0.705914], [0.936297, -0.235578, -0.494485], [1.599277, 0.962150, -0.941440], [2.946381, 1.091787, -0.664142], [3.666816, 0.098367, 0.016797], [2.993243, -1.037976, 0.451215], [1.678186, -1.187040, 0.246855], [0.936360, -2.326589, 0.479419], [-2.405054, 3.482847, -0.595152], [-3.639723, 1.968431, -0.454670], [-2.170359, 1.898576, -1.529152], [-2.185315, 1.878059, 1.528776], [-0.689593, 2.156702, 0.563287], [-1.377656, 0.122604, 2.717811], [0.250364, -0.226904, 1.890209], [-0.929751, -1.408627, 1.977410], [-2.829701, -2.314662, -1.899821], [-0.240075, -1.337588, -2.400119], [1.299246, 1.660278, -1.741007], [3.555699, 1.977816, -0.969947], [4.703918, 0.234998, 0.402630], [3.559109, -1.911041, 0.796914], [1.392765, -3.063884, 0.980728], [0.049207, -2.187320, 0.793011]], "forces_ev_per_angstrom": [[-1.9, 1.3, -1.8], [0.2, -0.1, 0.8], [2.0, -1.9, -1.0], [1.7, -1.3, -1.0], [-1.4, -0.4, -0.6], [0.5, 1.3, 1.1], [1.8, 0.7, 0.9], [-0.2, 1.6, 2.1], [0.3, 3.2, -0.6], [0.4, -1.6, -0.5], [2.3, 0.5, 0.5], [-0.2, 0.5, 1.0], [2.7, -0.5, 0.0], [-3.5, 0.1, -2.0], [3.0, -1.6, -0.3], [-0.4, -2.7, 0.3], [2.2, 0.9, -0.1], [-0.2, 0.4, 0.7], [0.5, 0.0, -0.5], [-0.3, -0.3, 0.2], [0.0, 0.5, 0.4], [-1.1, 1.0, 0.4], [-0.7, 0.7, 0.0], [-1.1, -0.9, -0.9], [-1.1, -0.7, -0.2], [-1.0, -0.4, 0.9], [-0.9, -0.7, 0.1], [-0.8, 0.0, -1.0], [-0.1, 0.5, 0.4], [0.2, -0.2, 0.2], [-2.8, 0.3, 0.6]]}

***

Entry 2:
{"formula": "C20H56N2O11Pt", "method": "the ωB97M-V functional and the def2-TZVPD basis", "charge": 0, "spin_multiplicity": 3, "s2": 2.009, "e_tot_ha": -1851.8233, "relative_energy_kcal_mol": 0.0, "gap_ev": [7.3846, 5.3599], "symbols": ["Pt", "O", "C", "C", "O", "H", "H", "H", "H", "C", "C", "C", "C", "C", "C", "N", "O", "C", "C", "C", "H", "H", "H", "H", "H", "H", "H", "H", "H", "H", "H", "H", "H", "H", "H", "H", "H", "H", "H", "C", "C", "C", "C", "C", "C", "N", "O", "C", "C", "C", "H", "H", "H", "H", "H", "H", "H", "H", "H", "H", "H", "H", "H", "H", "H", "H", "H", "H", "H", "O", "H", "H", "O", "H", "H", "O", "H", "H", "O", "H", "H", "O", "H", "H", "O", "H", "H", "O", "H", "H"], "xyz": [[-0.021668, 2.227834, -3.308525], [1.259077, 3.473144, -1.988721], [2.004240, 2.558072, -1.208822], [2.104739, 1.051709, -1.598460], [1.170959, 0.475659, -2.497702], [1.550507, 2.602177, -0.214695], [2.993785, 3.009421, -1.088596], [1.987005, 0.433064, -0.703367], [3.147454, 0.928190, -1.906340], [-0.088644, -3.582419, 1.412077], [0.554723, -3.424812, 0.014408], [0.741436, -4.889667, -0.497618], [-0.598728, -5.465514, -1.015425], [-1.274249, -4.544396, -1.996959], [-1.540670, -3.145547, -1.521668], [-0.223201, -2.684821, -0.986494], [-0.230055, -1.309061, -0.728686], [-1.893925, -2.336029, -2.744586], [-2.693487, -3.175381, -0.508520], [1.985713, -2.854022, 0.152399], [0.718462, -3.749241, 2.131507], [-0.676270, -4.479503, 1.610508], [-0.623003, -2.669343, 1.672960], [1.376047, -4.939540, -1.384963], [1.104926, -5.454133, 0.358805], [-1.287853, -5.706997, -0.196193], [-0.573812, -6.478253, -1.426322], [-2.182787, -4.947675, -2.445782], [-0.514918, -4.416887, -2.777115], [-2.927213, -2.555284, -3.018362], [-1.893304, -1.274095, -2.488228], [-1.215786, -2.510636, -3.579163], [-3.054892, -2.210770, -0.143051], [-3.611480, -3.656703, -0.853859], [-2.450136, -3.704209, 0.413787], [2.278908, -2.382368, -0.786854], [2.740799, -3.636672, 0.248602], [2.188623, -2.149294, 0.957799], [0.341526, -0.867099, -1.379930], [-2.380193, -0.408739, 2.518325], [-2.074291, 1.074953, 2.748154], [-2.291868, 1.513018, 4.186006], [-1.220479, 1.004867, 5.163524], [0.170620, 1.309774, 4.629155], [0.460040, 1.087555, 3.120307], [-0.701572, 1.423793, 2.270160], [-0.482906, 1.291931, 0.907050], [1.658822, 2.043328, 2.820754], [0.916419, -0.347207, 2.988893], [-2.998829, 1.876902, 1.776878], [-1.809772, -1.151437, 3.077325], [-2.314449, -0.676424, 1.462669], [-3.412177, -0.589804, 2.832365], [-2.234419, 2.604207, 4.234414], [-3.301028, 1.264722, 4.516150], [-1.320578, -0.073064, 5.320751], [-1.437362, 1.492824, 6.113629], [0.987227, 0.830996, 5.169048], [0.269249, 2.381270, 4.830418], [2.361224, 2.241656, 3.631496], [2.174372, 1.848940, 1.878804], [1.292303, 3.063992, 2.680272], [0.294904, -0.992038, 3.611573], [1.044909, -0.787346, 1.998136], [1.930221, -0.384676, 3.396662], [-4.030670, 1.759937, 2.126181], [-3.081512, 1.373981, 0.813436], [-2.793615, 2.942365, 1.707058], [-0.350879, 0.330830, 0.803404], [-0.974144, 0.874141, -4.691380], [-0.517587, 0.031309, -4.821565], [-1.399677, 1.062204, -5.536291], [-0.014102, 4.133058, 0.994838], [0.668105, 4.131110, 0.317931], [-0.208759, 3.194413, 1.147939], [3.361838, 4.972093, -3.542740], [2.709230, 4.375591, -3.150328], [4.209576, 4.583505, -3.309902], [0.859423, 6.427891, -3.426303], [0.192563, 6.105153, -2.810955], [1.690195, 6.034813, -3.122465], [1.747023, -2.102923, -3.243534], [1.260468, -2.559580, -2.542566], [1.463094, -1.174382, -3.172574], [-1.433271, 5.157355, -1.349400], [-0.553747, 4.779662, -1.243238], [-1.848215, 5.040710, -0.490089], [4.072005, 1.683445, -4.431115], [4.256083, 1.093641, -3.693696], [4.463316, 1.246827, -5.193376]], "forces_ev_per_angstrom": [[2.5, 0.1, 2.0], [-1.7, -1.9, -2.5], [-0.7, 0.3, 1.1], [0.4, -0.2, 0.3], [-0.9, 2.4, -0.8], [0.1, -0.4, 0.1], [0.3, -0.4, -0.1], [0.3, 0.4, 0.4], [-0.1, -0.5, -0.6], [0.6, 0.4, 0.5], [0.1, -1.7, 0.5], [-1.6, 0.2, -1.0], [-1.1, -0.8, 1.4], [1.1, -0.4, -0.8], [0.4, -0.3, 1.1], [0.4, 0.0, -1.1], [-0.4, 0.6, 1.1], [-0.5, 1.0, 0.3], [-0.5, 0.4, 1.0], [0.3, 0.3, -0.8], [0.2, 0.5, 0.0], [-0.5, 0.2, -0.7], [-0.1, -0.1, 0.2], [0.6, 0.2, 0.4], [0.3, -0.2, -0.3], [0.0, 0.6, 0.4], [0.9, 0.1, -0.4], [0.1, -0.2, 0.1], [-0.3, -0.1, -0.4], [0.1, -0.2, -0.2], [0.1, 0.0, -0.1], [0.0, -0.1, 0.0], [0.4, 0.3, -0.3], [0.2, -0.2, -0.6], [0.3, -0.1, -0.2], [-0.1, 0.2, 0.0], [-0.3, -0.3, 0.3], [-0.5, 0.0, 0.0], [-0.1, 0.0, -0.2], [-0.7, -0.4, 0.4], [0.4, 0.2, -2.2], [0.8, 0.5, 0.2], [-0.5, -1.1, -0.6], [-0.5, 1.5, 0.0], [0.6, 0.4, 0.0], [0.0, 1.7, 2.8], [0.2, -1.4, 0.2], [-0.8, 1.1, -0.7], [0.8, -0.8, 0.3], [-1.1, -1.1, 0.8], [0.3, 0.4, 0.1], [0.1, 0.1, -0.1], [-0.1, 0.0, -0.2], [0.0, 0.1, -0.3], [0.0, -0.3, -0.1], [-0.2, -0.1, 0.0], [0.4, -0.1, 0.2], [-0.2, -0.2, 0.1], [0.3, 0.1, -0.2], [0.1, -1.0, 0.1], [0.2, -0.5, 0.2], [-0.5, -0.1, -0.1], [0.0, -0.2, -0.2], [-0.5, 0.3, -0.2], [0.0, -0.2, 0.2], [0.0, 0.2, 0.4], [0.6, 0.4, -0.2], [0.3, -0.1, -0.1], [0.0, 0.0, -0.8], [-0.2, -0.2, -0.2], [0.2, 0.0, 0.3], [0.0, 0.4, 0.1], [-0.2, 0.1, 0.1], [0.1, 0.1, 0.0], [0.0, 0.2, 0.0], [0.0, 0.0, 0.1], [-0.2, -0.3, 0.0], [0.0, 0.0, -0.1], [0.0, -0.2, 0.1], [-0.1, 0.1, 0.0], [-0.1, 0.2, -0.2], [0.0, 0.0, -0.3], [-0.3, 0.0, 0.0], [0.3, 0.0, 0.1], [-0.1, 0.1, -0.5], [0.0, -0.2, 0.2], [0.2, 0.0, 0.1], [0.0, 0.0, 0.1], [0.0, -0.1, 0.0], [0.0, 0.0, 0.0]]}

***

Entry 3:
{"formula": "CH3N4Si", "method": "the ωB97M-V functional and the def2-TZVPD basis", "charge": -1, "e_tot_ha": -548.3694, "relative_energy_kcal_mol": 41.8, "gap_ev": 8.4511, "symbols": ["C", "N", "N", "N", "N", "Si", "H", "H", "H"], "xyz": [[-1.007286, 1.536867, -0.975656], [1.404055, -1.773832, 0.164994], [1.285580, -0.655588, -0.251198], [-1.509489, 2.407822, -1.527277], [1.749138, -2.797543, 0.490030], [-0.201302, 0.309416, 0.277494], [-0.960702, 0.313784, 1.468945], [0.797592, 1.519819, 0.746869], [-1.557587, -0.860745, -0.394201]], "forces_ev_per_angstrom": [[0.6, -0.6, 1.0], [1.2, -0.7, -0.2], [-1.5, 1.1, 0.1], [-0.4, 0.6, -0.7], [-0.4, -0.7, 0.3], [-0.3, 0.9, -2.2], [-0.6, -0.1, 1.5], [-0.5, -1.0, -0.3], [1.9, 0.5, 0.5]]}

***

Entry 4:
{"formula": "C2H4CeF3NO5S2", "method": "the ωB97M-V functional and the def2-TZVPD basis", "charge": 1, "spin_multiplicity": 2, "s2": 0.751, "e_tot_ha": -2080.4432, "relative_energy_kcal_mol": 0.0, "gap_ev": [8.6390, 8.6841], "symbols": ["N", "S", "O", "O", "S", "O", "O", "C", "F", "F", "F", "Ce", "O", "H", "C", "H", "H", "H"], "xyz": [[-0.728237, -0.746920, -1.981754], [-1.627779, -0.878519, -0.571678], [-0.602192, -1.125285, 0.583944], [-2.052749, 0.580492, -0.222146], [0.519220, 0.199612, -2.045742], [0.774622, 1.023024, -0.809653], [0.623931, 0.944042, -3.297276], [2.002506, -0.933707, -2.087270], [2.221698, -1.454302, -0.894054], [1.776634, -1.907172, -2.955457], [3.069456, -0.247811, -2.468874], [-0.482256, 1.102837, 1.230427], [-0.847983, 0.711587, 3.546618], [-1.244754, 1.343875, 4.152681], [-0.868575, -0.663941, 4.106685], [-0.410201, -1.334846, 3.371704], [-1.869069, -0.860104, 4.509283], [-0.176462, -0.717972, 4.954506]], "forces_ev_per_angstrom": [[-0.8, 0.2, 2.0], [1.3, -0.7, -2.1], [0.0, 1.0, 0.7], [-0.1, 0.8, 0.5], [0.5, 0.9, -2.9], [-0.6, -0.1, 0.9], [-0.3, -1.1, 2.3], [0.0, 0.0, -0.5], [0.0, -0.1, 0.6], [-0.1, 0.1, 0.1], [-0.1, 0.1, 0.1], [0.5, -0.9, -2.2], [0.0, -0.6, 0.2], [0.0, -0.1, 0.5], [0.7, 0.4, 1.1], [-0.9, 0.1, -0.2], [0.2, -0.4, -0.8], [-0.1, 0.4, -0.1]]}

***

Entry 5:
{"formula": "C4H11NO", "method": "the ωB97M-V functional and the def2-TZVPD basis", "charge": 0, "smiles": "C=C(C)NC.O", "e_tot_ha": -288.8854, "relative_energy_kcal_mol": 82.6, "gap_ev": 8.3799, "symbols": ["C", "C", "C", "N", "C", "H", "H", "H", "H", "H", "H", "H", "H", "H", "O", "H", "H"], "xyz": [[1.045815, -1.401724, -0.931032], [0.869105, -0.462708, 0.097278], [1.962926, -0.228167, 1.163515], [-0.120554, 0.495258, -0.145426], [-0.176798, 1.643985, 0.721707], [1.339237, -2.388771, -0.887953], [0.336287, -1.242590, -1.853862], [2.379598, 0.830857, 0.760684], [2.788687, -1.034800, 1.264785], [1.525374, 0.324876, 2.128162], [-1.046423, 0.011488, -0.326575], [0.462655, 2.582366, 0.688044], [-0.048929, 1.463546, 1.837258], [-1.197487, 1.976212, 0.517416], [-2.803197, -0.415639, -0.841778], [-3.435216, 0.266004, -1.237286], [-2.040619, -0.239196, -1.447274]], "forces_ev_per_angstrom": [[-3.4, 3.2, -0.1], [2.0, -2.2, -2.5], [-0.5, 3.5, 0.2], [0.6, -0.7, 0.6], [-1.2, 1.4, 1.8], [1.5, -1.7, 0.6], [1.3, -0.2, 1.8], [0.0, -2.5, 0.5], [-1.7, 1.6, -0.1], [0.9, -2.3, -1.4], [1.9, 1.4, 1.1], [-0.1, -1.4, -1.4], [-0.7, -0.5, -1.1], [0.0, 0.6, 0.7], [-0.4, 1.9, -2.0], [0.8, -1.4, 1.1], [-0.9, -0.7, 0.3]]}

***

Entry 6:
{"formula": "C27H44Cl2LuNO2P", "method": "the ωB97M-V functional and the def2-TZVPD basis", "charge": -1, "e_tot_ha": -3757.8669, "gap_ev": 2.2617, "symbols": ["P", "C", "C", "C", "C", "C", "C", "C", "C", "C", "C", "C", "C", "C", "C", "C", "C", "C", "C", "H", "H", "H", "H", "H", "H", "H", "H", "H", "H", "H", "H", "H", "H", "H", "H", "H", "H", "H", "H", "H", "H", "H", "H", "H", "H", "H", "H", "H", "H", "H", "H", "H", "Lu", "Cl", "Cl", "C", "H", "C", "C", "C", "C", "C", "C", "H", "H", "H", "H", "H", "N", "C", "C", "O", "O", "H", "H", "H", "H", "H"], "xyz": [[0.129974, -0.575932, -0.549616], [1.656405, 0.012669, -1.552390], [1.988849, -0.604588, -2.916742], [3.384578, -0.159455, -3.391213], [3.583347, 1.358871, -3.346094], [3.171556, 1.962321, -2.003822], [1.750191, 1.538535, -1.617470], [-1.351918, 0.231902, -1.382416], [-1.336072, 0.289288, -2.911804], [-2.658705, 0.865983, -3.442515], [-2.988338, 2.218810, -2.806701], [-2.949022, 2.164778, -1.279590], [-1.619447, 1.605433, -0.762072], [-0.052633, -2.303608, -1.232924], [1.103929, -3.210076, -0.786710], [1.042500, -4.512829, -1.595268], [-0.289624, -5.245361, -1.421009], [-1.490810, -4.330514, -1.663378], [-1.378581, -3.002946, -0.909978], [2.438896, -0.333473, -0.855111], [1.241788, -0.300049, -3.665139], [1.971523, -1.702942, -2.877151], [3.561258, -0.531514, -4.408114], [4.138148, -0.635625, -2.749069], [4.631123, 1.595669, -3.558583], [2.984711, 1.814011, -4.145362], [3.859535, 1.622076, -1.220053], [3.237468, 3.054365, -2.043021], [1.480148, 1.982158, -0.650977], [1.047077, 1.931427, -2.368122], [-2.187584, -0.421104, -1.084538], [-3.463878, 0.152674, -3.221310], [-1.174209, -0.708024, -3.350216], [-0.509842, 0.927945, -3.256839], [-2.604256, 0.958732, -4.534597], [-3.975515, 2.549551, -3.142297], [-2.264927, 2.963186, -3.162882], [-3.125553, 3.158347, -0.853642], [-3.752832, 1.508116, -0.922680], [-1.653147, 1.521567, 0.332740], [-0.802018, 2.298505, -1.010140], [-0.007427, -2.164299, -2.327728], [2.084463, -2.730735, -0.914601], [1.002876, -3.422814, 0.288732], [1.166467, -4.261316, -2.657617], [1.881702, -5.159994, -1.320747], [-0.347546, -5.663223, -0.408971], [-0.336227, -6.090583, -2.112094], [-2.421228, -4.830763, -1.371812], [-1.568333, -4.111976, -2.736685], [-2.247089, -2.374293, -1.140021], [-1.425432, -3.186858, 0.169135], [0.295267, -0.493231, 2.379214], [-1.963754, -1.350865, 1.814234], [2.639055, -0.672963, 1.574253], [-0.680114, 1.389058, 3.131345], [-1.368872, 1.130862, 3.955140], [-0.630616, 2.764745, 2.947696], [-1.281454, 3.653563, 3.883385], [-1.329726, 5.017945, 3.642586], [-0.738308, 5.560674, 2.482519], [-0.053204, 4.725751, 1.582521], [0.048476, 3.364746, 1.817625], [-1.740029, 3.208948, 4.769029], [-1.827199, 5.675632, 4.353186], [0.410277, 5.155358, 0.689964], [0.625187, 2.704081, 1.154538], [-0.808731, 6.629748, 2.295314], [-0.363959, -2.147419, 6.635742], [0.943237, -1.451894, 6.410106], [0.886294, -1.077742, 4.950107], [1.425330, -0.051146, 4.460777], [0.137123, -1.850040, 4.228570], [-1.042241, -1.476934, 7.028712], [-0.258503, -2.901275, 7.320891], [-0.689530, -2.490324, 5.705592], [1.043780, -0.582968, 7.057751], [1.765915, -2.146328, 6.580405]], "forces_ev_per_angstrom": [[-0.1, 0.4, -1.4], [-0.2, -0.6, 0.6], [-0.1, 0.1, -0.2], [0.0, -0.1, 0.2], [-0.1, -0.1, -0.1], [-0.1, -0.1, 0.1], [0.1, 0.1, 0.1], [0.3, -0.3, 0.3], [-0.1, 0.1, -0.1], [0.1, -0.1, 0.1], [0.0, 0.0, 0.0], [0.2, -0.1, 0.1], [-0.1, 0.1, 0.0], [0.0, 0.2, 0.0], [-0.1, -0.1, -0.3], [0.1, 0.1, 0.1], [0.0, 0.0, 0.1], [0.0, 0.2, -0.1], [0.0, -0.2, 0.2], [-0.1, 0.2, -0.2], [0.1, -0.1, 0.1], [0.0, 0.3, 0.0], [0.0, 0.0, 0.1], [-0.1, 0.0, 0.0], [-0.1, 0.0, 0.0], [0.0, 0.0, 0.0], [0.0, 0.0, 0.0], [0.0, -0.1, 0.0], [0.0, -0.1, -0.2], [0.1, 0.0, 0.2], [0.1, 0.2, 0.0], [0.0, 0.1, 0.0], [0.0, 0.2, 0.1], [-0.2, -0.1, 0.1], [-0.1, 0.0, 0.1], [0.0, 0.0, 0.0], [0.0, 0.0, 0.0], [0.0, -0.1, 0.0], [0.0, 0.1, 0.0], [0.1, 0.0, -0.1], [-0.2, -0.1, 0.1], [0.1, -0.2, 0.2], [-0.2, -0.1, 0.0], [0.0, 0.1, -0.2], [0.0, 0.0, 0.1], [-0.1, -0.1, 0.0], [0.0, 0.1, 0.0], [0.0, -0.1, 0.0], [0.1, 0.0, -0.1], [0.0, -0.1, 0.0], [0.2, -0.1, 0.0], [0.0, 0.0, -0.2], [-0.9, 1.4, 0.1], [-0.8, -0.7, 0.1], [0.9, -0.2, 0.0], [0.5, -0.6, -0.6], [0.0, -0.1, 0.1], [0.0, -0.2, 0.2], [0.2, 0.8, -0.6], [0.3, -0.5, -0.3], [-0.2, 0.4, 0.1], [0.1, -0.4, 0.2], [-0.2, 0.4, 0.3], [0.1, 0.2, -0.2], [0.0, 0.0, -0.1], [-0.1, -0.1, 0.2], [-0.3, 0.3, 0.2], [0.0, -0.1, 0.0], [-0.2, 0.1, 1.5], [0.1, 0.3, -0.4], [0.3, 1.8, -2.1], [-0.3, -2.0, 1.7], [0.5, -0.2, 0.8], [0.1, -0.3, -0.4], [-0.2, -0.1, -0.2], [0.3, 0.2, -0.3], [0.0, -0.1, -0.1], [-0.1, -0.1, 0.1]]}